No. 1
120
Properties=species:S:1:pos:R:3:forces:R:3:mulliken_charge:R:1 method="wB97M-V/def2-TZVPD" lumo_energy_ev=-0.493 de_lowest_ev=12.8094 energy_ha=-3057.28661
H 4.4935 0.4370 3.5748 0.41 0.73 -0.23 0.31
H 4.5845 1.5831 2.5413 -0.26 -0.53 1.03 0.38
O 4.4149 1.4065 3.4946 0.19 -0.95 0.46 -0.64
H 1.7607 0.9323 -0.1611 0.19 -0.02 -0.72 -0.05
H 2.2129 0.9410 1.3093 1.59 1.04 -2.05 0.65
O 2.2821 1.4764 0.4362 -0.07 -1.30 1.34 0.08
H -3.8087 0.1351 -5.2642 -2.21 1.30 -2.32 0.32
H -2.2060 0.2905 -5.0186 -2.99 -0.99 0.49 0.25
O -3.1132 -0.1124 -4.7369 5.43 -0.41 1.65 -0.54
H 2.1108 -0.1646 -2.8212 -0.44 0.88 0.21 0.16
H 3.3075 0.3440 -2.1549 -1.39 1.18 -0.17 0.27
O 2.3972 0.6837 -2.4050 0.46 -2.32 0.53 -0.41
H -0.5922 0.8742 0.4149 0.40 0.21 -0.03 -0.01
H -1.2430 1.7233 1.4032 -0.51 0.43 0.55 0.04
O -0.3902 1.6405 0.9790 -1.07 -0.13 -2.02 -0.03
H 3.1452 2.0181 -5.7408 2.29 -1.72 -2.59 0.27
O 2.5274 2.5167 -5.3197 -1.91 0.48 4.09 -0.53
H 2.9411 -4.0154 -0.2175 -0.17 -0.11 -1.24 0.31
O 3.6032 -3.4605 0.1735 2.15 1.68 -0.24 -0.57
H -2.7844 -4.2977 -2.1630 -0.68 -0.46 1.37 0.26
H -2.5902 -4.9347 -3.5690 0.17 1.08 0.95 0.25
O -2.4367 -4.1278 -3.0148 0.23 -1.14 -1.51 -0.52
H 3.8508 -1.1939 1.4194 0.07 0.17 -0.07 0.46
H 2.3925 -1.6710 1.3808 0.39 0.23 -0.68 -0.32
O 3.0165 -1.0825 0.9447 0.43 0.54 0.40 -0.25
H 0.2321 -2.3603 3.5744 -0.23 3.99 -0.30 0.00
H 0.4372 -1.4986 4.7452 0.17 1.41 -1.25 0.31
O 0.2512 -1.2915 3.7818 -0.13 -5.90 1.16 -0.06
H 0.6439 -4.6769 0.9299 -0.90 2.88 5.46 0.25
H 1.1546 -5.8867 0.3871 0.89 -1.93 0.25 0.30
O 0.7375 -5.0899 0.1613 0.13 -1.00 -5.98 -0.58
H 4.5255 0.9051 0.5086 1.38 -0.52 1.15 0.39
O 5.2664 0.5973 1.1336 -0.56 0.85 -2.06 -0.70
H 0.9755 0.9807 1.7389 -1.39 -0.44 2.62 -0.40
H 0.9300 1.6910 3.0132 0.18 1.47 0.78 0.18
O 0.9833 0.7935 2.7454 1.03 -0.85 -1.78 -0.21
H 0.1657 6.2072 2.0677 0.65 1.02 0.30 0.25
H 0.3942 4.6970 2.4886 -0.70 1.42 -0.87 0.32
O -0.1719 5.3368 1.9678 0.02 -2.54 0.67 -0.59
H -4.1196 -3.2578 1.6087 -0.63 0.87 -0.75 0.25
H -3.6184 -1.9166 1.8357 0.20 0.86 0.25 0.22
O -4.2814 -2.3322 1.2862 0.59 -1.76 0.77 -0.50
H -1.7660 2.7173 -3.2929 2.44 -2.08 0.23 0.50
H -2.7811 3.4643 -2.4849 -0.60 0.19 0.18 0.44
O -2.4684 3.2960 -3.3714 -2.42 1.99 -1.03 -0.64
H -1.3739 -5.4776 0.4625 -0.23 0.62 1.23 0.34
H -1.5409 -4.6625 1.8291 0.79 0.76 0.23 0.29
O -1.9095 -5.3306 1.2765 -0.75 -1.28 -1.36 -0.64
H -4.4580 0.2413 -0.8152 -1.27 1.60 2.97 0.14
H -5.5969 1.1642 -0.3623 -0.34 0.19 0.05 0.28
O -4.8150 0.7687 0.0331 1.43 -1.67 -2.90 -0.33
H -5.7023 0.2677 2.3931 0.53 0.54 2.03 0.32
O -5.3861 0.5573 3.3140 -0.13 -1.08 -2.07 -0.69
H -3.8773 3.5577 -0.2763 -1.10 -0.95 1.06 0.27
H -2.4591 3.6511 -0.7443 0.31 0.25 0.49 0.36
O -3.3374 4.0233 -0.8754 0.98 0.82 -0.99 -0.67
H -5.4071 -1.8589 -0.0746 -0.34 0.26 -0.28 0.43
O -5.9165 -2.0204 -0.8969 0.96 -2.51 0.37 -0.62
H 0.7403 -1.4935 1.5745 -0.94 -1.04 -2.75 -0.06
H 0.7543 -2.5046 0.2148 0.33 -0.73 0.56 -0.18
O 0.5383 -1.6521 0.5680 -0.69 2.03 2.31 0.43
H -3.4138 3.5568 2.3202 0.03 -0.18 0.12 0.26
H -2.1439 4.3138 2.1943 1.03 1.23 -0.19 0.18
O -2.4687 3.4276 2.1684 -0.84 -0.49 0.11 -0.47
H 1.3097 -4.0014 3.5236 -0.16 -0.33 0.25 0.38
H 2.0628 -4.0394 2.1835 -0.12 -0.17 0.05 0.29
O 1.1790 -3.9312 2.5634 0.20 -0.17 -0.52 -0.66
H 4.3009 1.5189 -3.9165 -0.70 1.80 -0.08 0.35
H 4.4715 0.1270 -3.9636 0.21 -1.28 -0.16 0.31
O 4.6338 0.8405 -3.3567 1.51 -1.31 -0.92 -0.73
H 4.1998 2.3243 -1.6281 -3.40 -1.92 0.11 0.30
H 5.6061 2.1007 -2.3189 -0.45 -0.73 -0.20 0.35
O 5.0355 2.6213 -1.7717 3.98 3.39 0.93 -0.65
H -4.9523 0.4992 -3.2868 0.29 -1.26 0.67 0.27
H -4.2570 1.6024 -4.0065 1.12 0.65 0.06 0.39
O -5.1111 1.2453 -3.8283 -1.87 1.00 -0.41 -0.66
H -0.0399 4.7320 -1.8988 -0.65 0.38 -0.12 0.30
H -1.3056 5.6680 -1.9420 -0.93 -0.10 -0.99 0.30
O -0.5262 5.4515 -1.4661 1.52 -0.40 1.05 -0.59
H 3.6589 3.4944 2.0978 2.62 2.23 -1.36 0.31
H 2.3363 2.8540 1.5253 1.18 0.60 0.08 0.29
O 2.9329 2.9939 2.2913 -4.12 -1.43 1.17 -0.71
H 2.9146 -2.5690 2.6812 -1.02 -0.77 -3.18 0.18
H 2.8857 -1.3124 3.6358 0.49 -2.93 -0.58 0.40
O 3.1969 -2.2980 3.4921 0.83 3.76 4.67 -0.68
H 1.7660 -3.3055 5.2835 -1.33 0.50 0.15 0.37
H 0.0757 -3.3286 5.2161 0.42 0.63 0.25 0.27
O 0.9087 -3.7895 5.3180 1.11 -1.25 -0.09 -0.71
H 0.9674 0.3988 5.1048 -0.61 0.60 -0.77 0.25
O 1.7926 0.0957 5.4434 2.53 0.13 0.13 -0.67
H -2.6269 -0.4668 -1.3170 1.29 -1.10 -1.07 0.04
H -1.1404 -0.9090 -1.4811 -0.27 -0.22 0.14 0.05
O -2.0143 -1.0207 -1.8885 -0.65 1.10 1.04 0.04
H -4.4638 0.1976 3.3159 -1.02 0.46 0.19 0.42
H 2.0944 3.1597 -5.8218 -0.46 1.24 -1.63 0.27
H -5.7237 -3.0234 -0.9461 -0.71 2.37 -0.31 0.28
H 4.0802 -2.7609 -0.4359 -2.20 -2.46 1.48 0.32
H 6.0862 1.0018 0.7707 -0.87 -0.34 0.26 0.25
H 2.5134 0.5124 4.8796 -1.53 -0.32 0.86 0.38
O -2.5007 -1.8247 3.8865 -0.39 0.10 -0.98 -0.66
H -2.2231 -1.8695 4.8120 0.11 0.73 -0.65 0.25
H -2.1387 -1.0544 3.3734 -0.02 -0.86 1.51 0.25
O -1.6674 -2.5661 -4.7637 2.88 1.69 0.75 -0.59
H -2.0388 -2.3696 -3.8907 -0.61 -0.42 -0.70 0.29
H -2.2253 -3.0092 -5.3535 -1.63 -0.75 -0.63 0.19
O -2.9362 0.8963 2.4672 0.82 1.04 0.04 -0.68
H -3.6368 1.3983 1.9316 1.74 -0.80 1.34 0.20
H -2.3314 1.5143 3.0115 -2.01 -0.95 -1.54 0.30
O 1.4743 -2.7391 -2.5357 1.03 2.58 -4.19 -0.51
H 1.3781 -3.1208 -1.7346 -0.92 -2.21 3.70 0.24
H 0.7836 -2.9960 -3.1518 -0.22 -0.40 0.36 0.26
O -0.3844 1.6837 -3.1800 1.54 -1.11 -1.90 -0.65
H 0.1834 1.7042 -4.0282 -0.99 -0.04 2.05 0.25
H -0.3621 0.7325 -2.9357 -0.09 0.87 -0.23 0.13
O 3.4658 5.0078 -0.1135 2.20 0.11 0.31 -0.58
H 2.8480 5.3801 0.4863 -1.30 0.22 0.26 0.28
H 3.0799 4.5613 -0.8462 -0.91 -0.30 -0.53 0.29
O 0.6435 -0.8396 -5.3199 1.62 2.81 -1.83 -0.54
H 0.1908 -1.4648 -4.8477 -1.91 -2.87 1.96 0.21
H -0.0435 -0.5555 -5.9324 0.21 0.06 -0.20 0.31

=====

No. 2
17
Properties=species:S:1:pos:R:3:forces:R:3:nbo_charge:R:1 method="wB97M-V/def2-TZVPD" lumo_energy_ev=-0.715 de_lowest_ev=9.2840 energy_ha=-363.68306
C 0.4856 0.8238 0.3537 -2.80 -1.89 2.46 -0.04
C 1.1751 -0.5139 0.5689 2.48 1.05 -3.34 -0.29
C -0.0786 -0.9172 1.2410 -0.32 -5.03 -1.63 -0.39
C -0.8518 -0.0414 0.0263 2.69 -1.42 2.51 0.21
C -0.1907 -0.8288 -1.1401 -4.82 -2.30 -2.08 -0.25
C 1.0845 -1.0882 -0.9291 1.55 -2.68 1.85 -0.22
H 1.5720 2.3520 0.1983 -1.24 0.13 -2.08 0.38
H 0.6381 2.0335 -1.4947 1.01 -0.77 4.72 0.37
H 0.6900 1.1400 1.3654 -1.42 0.47 1.17 0.18
H 2.1836 -0.3499 0.9984 -0.68 -0.76 0.08 0.22
H 0.0350 -2.0729 1.5174 -1.37 1.76 -1.44 0.20
H -0.3504 -0.5411 2.1338 -0.32 1.98 3.11 0.20
H -2.4464 0.5366 -1.3545 0.36 -0.81 5.42 0.41
H -1.0276 -1.4823 -1.7644 2.55 1.92 0.87 0.22
H 1.7839 -1.9834 -1.3373 -1.89 2.63 0.63 0.24
N 0.7381 1.9298 -0.3026 2.23 5.28 -5.89 -0.83
O -2.2488 0.2816 0.1414 2.00 0.47 -6.36 -0.61

=====

No. 3
18
Properties=species:S:1:pos:R:3:forces:R:3:nbo_charge:R:1 method="wB97M-V/def2-TZVPD" lumo_energy_ev=1.178 de_lowest_ev=3.4999 energy_ha=-289.84306 smiles=C[C@H]1CC[C@@H]2CN21
C 1.3273 0.8853 1.3073 2.03 -0.54 -2.86 -0.61
C 1.0622 -0.1347 0.1368 0.13 1.26 -1.36 -0.04
C -0.0177 -1.1955 0.4944 0.31 2.09 2.56 -0.45
C -1.3942 -0.5187 0.2546 -2.06 -1.60 1.67 -0.43
C -1.0672 0.6265 -0.6118 0.34 2.42 0.15 -0.17
C -0.5942 0.1854 -1.8999 1.94 1.53 -0.01 -0.26
N 0.3743 0.6938 -0.8684 0.34 0.08 -1.40 -0.41
H 0.4150 1.1705 1.6937 -1.92 0.22 1.35 0.20
H 1.9999 0.3850 1.9255 0.60 -0.84 1.96 0.21
H 1.8602 1.8303 1.0853 -0.30 -0.57 -0.75 0.22
H 1.9701 -0.5310 -0.4811 -1.14 0.34 1.97 0.21
H 0.0173 -1.5951 1.5208 0.33 0.06 -0.42 0.22
H 0.3131 -1.8861 -0.1681 -0.32 -2.99 -1.99 0.21
H -2.1433 -1.2948 -0.2174 1.38 1.66 0.71 0.23
H -1.9235 -0.1719 1.2191 1.11 -0.66 -1.23 0.22
H -1.0550 1.7207 -0.3715 -2.49 -1.02 -0.30 0.26
H -0.4605 -0.7927 -2.1596 -0.39 -3.14 0.40 0.19
H -0.6839 0.6233 -2.8596 0.11 1.69 -0.45 0.20

=====

No. 4
99
Properties=species:S:1:pos:R:3:forces:R:3:mulliken_charge:R:1 method="wB97M-V/def2-TZVPD" lumo_energy_ev=1.741 energy_ha=-5521.53153 charge=-1
C 0.0328 -2.5063 2.8201 -0.33 -0.69 0.30 -0.76
O 0.5567 -2.6393 4.1294 0.42 0.24 -0.33 -0.53
B 1.9439 -2.4001 4.1637 -0.12 0.20 0.20 -0.23
O 2.3281 -1.0319 4.0386 0.19 -0.56 -0.21 -0.51
B 3.1074 -3.6508 4.3194 0.09 0.70 0.62 1.04
Br 2.3048 -5.2772 3.2869 -0.09 -0.28 -0.16 -0.46
C 4.5588 -3.2301 3.7128 -0.56 -0.53 -0.05 -0.54
C 4.6278 -2.9488 2.2045 0.69 -0.02 0.38 -0.75
C 4.9817 -4.1134 1.2952 -0.30 0.15 -0.33 0.88
F 5.3994 -5.2248 1.9230 -0.12 0.25 -0.24 -0.26
F 3.9530 -4.4523 0.4745 0.34 -0.14 0.22 -0.26
F 6.0012 -3.7629 0.4417 -0.11 -0.14 0.16 -0.34
C 3.1270 -4.1191 5.9130 0.10 0.07 -0.53 -0.62
C 3.7893 -3.1947 6.8741 -0.70 -0.07 1.36 0.54
O 3.2388 -2.7958 7.8855 0.45 0.12 -0.83 -0.63
O 5.0908 -2.7873 6.6244 -0.28 -0.42 -0.52 -0.49
H 0.7897 -2.2248 2.0849 0.01 0.29 -0.13 0.22
H -0.3178 -3.4902 2.5144 -0.09 -0.14 -0.17 0.24
H -0.8229 -1.8353 2.7954 0.05 0.34 0.00 0.22
H 2.1633 -0.7610 3.1323 -0.19 0.47 -0.05 0.25
H 4.8770 -2.3138 4.1988 -0.03 0.19 0.13 0.22
H 5.2952 -3.9788 4.0012 0.25 -0.07 -0.15 0.40
H 3.7311 -2.4734 1.8217 -0.31 -0.14 -0.07 0.07
H 5.4261 -2.2271 2.0490 0.14 0.09 -0.19 0.38
H 3.5147 -5.1368 5.9775 0.45 0.01 0.06 0.38
H 2.0979 -4.1720 6.2490 -0.18 -0.17 0.18 0.19
H 5.0427 -1.8333 6.5246 0.19 0.28 0.31 0.32
C -5.9638 -2.5122 2.5536 -0.14 0.09 0.16 -0.71
O -5.8258 -3.4257 1.4618 0.05 0.06 0.05 -0.15
C -4.5694 -3.5811 1.0414 -0.05 -0.11 -0.04 0.70
O -3.6033 -3.0319 1.4973 0.04 0.02 0.06 -0.60
O -4.5661 -4.4497 0.0356 -0.02 -0.07 -0.07 -0.21
C -3.2644 -4.7086 -0.5078 0.16 -0.13 -0.14 -0.67
H -7.0228 -2.4771 2.7940 -0.03 -0.08 -0.10 0.22
H -5.4087 -2.8626 3.4214 0.10 0.05 -0.04 0.36
H -5.6288 -1.5171 2.2679 0.09 -0.02 0.02 0.27
H -2.6097 -5.1352 0.2490 0.02 0.10 0.05 0.35
H -2.8291 -3.7966 -0.9108 0.02 0.03 0.09 0.26
H -3.4030 -5.4256 -1.3112 -0.14 0.00 0.02 0.19
C -0.9908 4.0686 0.4559 0.15 0.27 -0.04 -0.64
O -1.6686 3.0383 1.1745 -0.02 0.12 0.03 -0.38
C -1.7669 1.8916 0.5067 0.04 -0.05 0.08 0.79
O -1.3472 1.6932 -0.6075 -0.17 0.24 0.15 -0.56
O -2.3937 1.0100 1.2694 -0.07 -0.06 -0.01 -0.37
C -2.5686 -0.2796 0.6658 -0.09 -0.14 -0.05 -0.37
H -0.9718 4.9462 1.0953 -0.09 -0.10 0.16 0.28
H 0.0330 3.7720 0.2343 -0.03 -0.04 -0.09 0.28
H -1.5234 4.3129 -0.4620 0.05 -0.10 -0.06 0.29
H -1.6069 -0.7341 0.4354 0.03 0.07 -0.06 0.19
H -3.1765 -0.1982 -0.2357 0.11 0.06 -0.06 0.37
H -3.0837 -0.9057 1.3799 0.03 0.14 0.20 0.13
C -7.6359 -5.7968 0.7194 0.10 -0.14 0.14 -0.56
O -8.8602 -6.2345 0.1113 0.02 -0.11 0.08 -0.34
C -9.3289 -5.4190 -0.8248 0.00 -0.10 0.08 0.78
O -8.8310 -4.3865 -1.1849 0.03 0.13 -0.06 -0.54
O -10.4607 -5.9444 -1.3037 -0.08 -0.04 -0.03 -0.34
C -11.0762 -5.1631 -2.3262 -0.16 0.02 -0.13 -0.63
H -7.3713 -6.5485 1.4582 -0.14 -0.09 -0.05 0.34
H -6.8411 -5.7264 -0.0178 -0.03 0.15 -0.04 0.27
H -7.7717 -4.8428 1.2159 -0.02 0.09 -0.13 0.23
H -10.4156 -5.0635 -3.1855 0.05 0.09 0.04 0.29
H -11.3494 -4.1797 -1.9481 0.10 0.04 -0.02 0.29
H -11.9749 -5.6960 -2.6238 0.03 -0.10 0.09 0.21
C 2.4908 5.2344 -2.2528 -0.15 0.01 -0.19 -0.63
O 2.8610 5.0389 -0.8846 -0.12 -0.01 -0.07 -0.19
C 4.0563 5.5234 -0.5634 -0.09 -0.12 0.09 0.74
O 4.8138 6.0902 -1.3088 0.06 0.12 -0.09 -0.58
O 4.2712 5.2735 0.7237 0.01 0.01 0.08 -0.32
C 5.5305 5.7353 1.2146 0.16 0.01 0.17 -0.65
H 1.5034 4.7998 -2.3774 0.00 -0.07 0.17 0.19
H 2.4408 6.2953 -2.4920 0.09 0.00 -0.02 0.27
H 3.1885 4.7287 -2.9173 0.08 0.07 0.02 0.31
H 5.6083 6.8165 1.1163 0.02 -0.01 -0.10 0.29
H 6.3493 5.2492 0.6881 -0.01 0.06 -0.08 0.29
H 5.5691 5.4655 2.2654 -0.12 -0.06 -0.01 0.23
C 4.1091 8.7417 -3.5954 0.23 -0.10 0.20 -0.46
O 2.8078 8.6000 -4.1773 0.01 -0.07 0.06 -0.21
C 2.4783 9.5599 -5.0352 -0.04 -0.11 0.05 0.74
O 3.1611 10.4987 -5.3465 0.06 0.11 -0.05 -0.55
O 1.2528 9.3016 -5.4943 -0.08 -0.02 -0.02 -0.31
C 0.7668 10.2597 -6.4338 -0.16 0.06 -0.13 -0.64
H 4.2479 7.9008 -2.9227 -0.11 -0.08 -0.03 0.05
H 4.8793 8.7134 -4.3634 -0.04 0.11 -0.05 0.30
H 4.1772 9.6677 -3.0276 -0.01 0.08 -0.11 0.31
H 1.4047 10.2927 -7.3150 0.07 0.07 0.04 0.29
H 0.7034 11.2466 -5.9794 0.10 0.02 -0.02 0.29
H -0.2278 9.9323 -6.7224 0.01 -0.11 0.08 0.22
C 0.3768 0.1264 -2.1251 0.17 -0.19 -0.09 -0.56
O 0.5892 -0.7915 -3.2130 -0.01 0.04 0.03 -0.31
C 1.8576 -0.9204 -3.5808 -0.11 -0.07 0.01 0.78
O 2.7985 -0.3450 -3.1028 0.11 0.10 0.00 -0.55
O 1.9162 -1.8043 -4.5817 -0.02 -0.03 -0.07 -0.33
C 3.2365 -2.0420 -5.0674 0.14 -0.12 -0.12 -0.63
H -0.6789 0.1378 -1.9285 -0.20 -0.13 -0.14 0.28
H 0.9082 -0.2160 -1.2382 0.08 0.07 -0.03 0.27
H 0.7042 1.1258 -2.4001 0.07 -0.01 0.03 0.27
H 3.8685 -2.4498 -4.2809 0.02 0.10 0.04 0.29
H 3.6728 -1.1257 -5.4618 0.03 0.03 0.10 0.29
H 3.1450 -2.7703 -5.8684 -0.13 -0.01 0.02 0.21